# 1
Computed, not measured: C2H5N5O as an isolated structure, with ωB97M-V/def2-TZVPD.

Each line ends with the Mulliken charge.
Positions of all 13 atoms, in Å:
C: 0.18938 -0.79081 -0.09689  0.425
C: 1.34954 -1.32784 -0.45553  0.034
H: -2.61006 -0.71650 1.33918  0.294
H: -1.46589 1.15803 0.36630  0.339
H: 1.20692 -2.42138 -0.61007  0.318
H: -0.03026 2.59870 0.05461  0.300
H: -0.63113 1.14726 -1.14663  0.351
N: -1.97929 -0.22242 0.13467  -0.518
N: -1.04111 -1.32088 0.08018  -0.419
N: 2.41371 -0.69445 -0.04810  -0.293
N: 0.42101 0.59123 0.28500  0.128
N: 0.24212 1.54851 -0.66949  -0.701
O: 1.93507 0.45053 0.76677  -0.257

Output
**Relative energy (zero: lowest compared OMol25 entry of this formula, charge and spin)**: 11.793 eV
**Charge**: 0
**Gap between HOMO and LUMO**: 8.12 eV
**Lowest unoccupied orbital energy**: -0.82 eV

# 2
Computed, not measured: one molecule with the formula C2H5N5O, with ωB97M-V/def2-TZVPD.

Each line ends with the Mulliken charge.
Positions of all 13 atoms, in Å:
C: 0.29696 0.59878 -2.15949  -0.682
C: 0.55561 0.04583 0.80339  0.428
H: 0.42429 0.79837 -3.30139  0.284
H: 0.72318 1.50239 -1.83832  0.259
H: -0.95452 0.43770 -1.84262  0.300
H: 0.58774 -1.45759 -2.08905  0.312
H: -2.06740 -0.61527 -0.82317  0.345
N: 0.75414 -0.58007 -1.45016  -0.398
N: 0.11566 -0.49898 -0.27861  0.382
N: -1.33551 0.00338 -0.06714  -0.107
N: -1.61747 0.14097 1.21247  -0.343
N: -0.48329 0.18367 1.89022  -0.191
O: 1.76707 0.09049 1.11046  -0.588

Output
**Relative energy (zero: lowest compared OMol25 entry of this formula, charge and spin)**: 6.435 eV
**Charge**: 0
**SMILES**: CNn1[nH]nnc1=O
**Gap between HOMO and LUMO**: 9.44 eV
**Lowest unoccupied orbital energy**: -0.26 eV

# 3
Computed, not measured: C2H5N5O6 as an isolated structure, with ωB97M-V/def2-TZVPD.

Each line ends with the Mulliken charge.
Positions of all 18 atoms, in Å:
C: -1.89045 -0.10961 -0.79412  -0.407
C: 1.58565 -1.58230 0.70503  -0.003
N: -0.75269 1.60461 0.10837  -0.637
N: -0.78762 0.25614 -0.33989  0.148
N: 0.74136 -1.66281 1.75078  0.930
N: 1.25643 -2.16201 -0.52021  0.990
N: 3.00905 -1.26035 0.94540  0.906
O: -0.46377 -2.16746 1.54710  -0.570
O: 1.01830 -1.26111 2.83301  -0.583
O: 0.15668 -2.71083 -0.67541  -0.591
O: 2.13664 -2.14587 -1.40298  -0.571
O: 3.19707 -0.23010 1.53703  -0.522
O: 3.80579 -2.06452 0.57295  -0.505
H: -2.73466 0.53264 -0.78091  0.266
H: -1.99605 -1.09661 -1.27356  0.239
H: -1.49050 2.19464 -0.36911  0.231
H: 0.10457 2.07690 0.19382  0.220
H: -0.38242 -2.56553 0.43859  0.458

Output
**Charge**: 0
**Gap between HOMO and LUMO**: 7.88 eV
**Lowest unoccupied orbital energy**: -1.72 eV

# 4
Computed, not measured: an isolated ion of composition C2H5N6 and charge +1, with ωB97M-V/def2-TZVPD.

Each line ends with the Mulliken charge.
Positions of all 13 atoms, in Å:
C: 0.84145 -1.28422 -0.00418  0.370
C: -0.73410 0.12363 -0.00227  0.310
N: -3.00042 -0.68001 -0.33847  -0.741
N: -1.89995 -0.33307 -0.33924  0.485
N: 1.02499 -2.35642 0.45415  -0.200
N: -0.67606 1.04420 1.02523  -0.403
N: 0.52312 -0.16755 -0.55016  0.396
N: 1.14146 0.95282 -1.02926  -0.651
H: 1.37197 -2.68560 1.35675  0.352
H: -1.61302 1.41301 1.41499  0.301
H: 0.87257 1.13745 -1.94969  0.252
H: 2.17520 1.07988 -0.94826  0.264
H: -0.02720 1.75589 0.91041  0.265

Output
**Multiplicity**: 3
**Relative energy (zero: lowest compared OMol25 entry of this formula, charge and spin)**: 0.812 eV
**Charge**: +1
**Gap between HOMO and LUMO (spin up / spin down)**: 6.28 / 9.46 eV
**Lowest unoccupied orbital energy (spin up / spin down)**: -4.50 / -5.81 eV

# 5
Computed, not measured: one molecule with the formula C2H5NO, with ωB97M-V/def2-TZVPD.

Each line ends with the Mulliken charge.
Positions of all 9 atoms, in Å:
C: 1.19602 -1.31496 0.62093  -0.326
C: -0.96490 1.07175 -0.49547  -0.623
N: -0.26121 -0.18472 -0.43049  -0.532
O: 0.58508 -0.21636 0.54204  0.044
H: 1.92573 -1.41664 1.40475  0.302
H: 0.99175 -2.11489 -0.07250  0.345
H: -1.03810 1.36630 -1.54165  0.229
H: -1.97920 0.95424 -0.10188  0.236
H: -0.45517 1.85530 0.07428  0.325

Output
**Relative energy (zero: lowest compared OMol25 entry of this formula, charge and spin)**: 5.245 eV
**Charge**: 0
**Gap between HOMO and LUMO (spin up / spin down)**: 8.38 / 9.12 eV
**Lowest unoccupied orbital energy (spin up / spin down)**: 0.69 / 0.77 eV

# 6
Computed, not measured: one molecule with the formula C2H5NO, with ωB97M-V/def2-TZVPD.

Each line ends with the Mulliken charge.
Positions of all 9 atoms, in Å:
C: 1.04429 0.99234 -0.11734  -0.793
C: -0.10571 0.00413 -0.18790  0.521
N: -0.44557 -0.49638 1.09770  -0.421
O: -0.64784 -0.57908 -1.05901  -0.486
H: 0.89818 1.86436 -0.84844  0.254
H: 1.97279 0.51905 -0.52885  0.239
H: 1.30731 1.26684 0.91410  0.304
H: -1.04480 -0.02935 1.72467  0.174
H: -0.46329 -1.49241 1.35808  0.207

Output
**Relative energy (zero: lowest compared OMol25 entry of this formula, charge and spin)**: 1.288 eV
**Charge**: 0
**SMILES**: CC(N)=O
**Gap between HOMO and LUMO**: 10.21 eV
**Lowest unoccupied orbital energy**: 0.95 eV

# 7
Computed, not measured: a 4-piece molecular cluster, C2H5NO overall, with ωB97M-V/def2-TZVPD.

Each line ends with the Mulliken charge.
Positions of all 9 atoms, in Å:
C: -0.75363 0.28327 -1.27158  -0.774
C: 0.55473 -0.12701 -0.64872  0.125
H: -1.30761 -0.92487 -2.06401  0.216
H: -1.63327 0.58140 0.06276  0.286
H: -0.52544 1.43515 -2.20077  0.233
H: 1.28912 -0.45917 -1.35066  0.392
H: -0.03195 0.02241 2.32591  0.348
N: 0.86417 -0.18305 0.58536  -0.412
O: -0.33084 -0.03889 1.33139  -0.416

Output
**Relative energy (zero: lowest compared OMol25 entry of this formula, charge and spin)**: 8.043 eV
**Charge**: 0
**Gap between HOMO and LUMO**: 9.99 eV
**Lowest unoccupied orbital energy**: 0.38 eV

# 8
Computed, not measured: a 2-piece molecular cluster, C2H5NO overall, with ωB97M-V/def2-TZVPD.

Each line ends with the Mulliken charge.
Positions of all 9 atoms, in Å:
C: 1.84908 -0.36453 -0.20023  -0.275
N: 1.58115 -1.53794 0.20637  -0.463
H: 2.01615 0.44730 0.51647  0.269
H: 1.78318 -0.12803 -1.27359  0.220
H: 1.83329 -2.17232 -0.55979  0.252
O: -2.81702 -0.01433 -0.12011  -0.376
C: -2.26015 0.94899 0.32364  -0.052
H: -1.46714 1.49389 -0.20860  0.203
H: -2.51854 1.32696 1.31584  0.223

Output
**Relative energy (zero: lowest compared OMol25 entry of this formula, charge and spin)**: 2.785 eV
**Charge**: 0
**SMILES**: C=N.C=O
**Gap between HOMO and LUMO**: 10.88 eV
**Lowest unoccupied orbital energy**: 0.82 eV

The records above give, respectively, max |F| values of 0.155 0.188 0.080 0.100 0.069 0.066 0.100 0.037 hartree/bohr.
The records above give, respectively, total energy values of -427.789731 -427.986627 -804.024469 -407.249133 -209.029568 -209.175003 -208.926751 -209.119986 Eh.